No. 1
16
Properties=species:S:1:pos:R:3 method="wB97M-V/def2-TZVPD" lumo_energy_ev=-5.75 mol_weight_g_mol=223.04 homo_lumo_gap_ev=7.28 total_charge=+1
C 0.7142 1.4184 -0.9541
C -0.9838 0.0439 -0.0357
C -0.8587 0.0244 1.2995
C 1.9381 -0.2474 0.5347
C -1.9472 -0.8857 -0.6262
N -0.4531 0.9948 -0.7837
N 1.8432 0.6958 -0.3633
I 3.3776 -1.6912 0.5668
H 0.9308 2.2661 -1.5903
H -0.1862 0.5368 1.9704
H -1.6118 -0.6876 1.7134
H 1.3457 -0.0111 1.4498
H -2.0934 -1.7564 -0.0550
H -1.7186 -1.0498 -1.7367
H -3.0029 -0.4650 -0.5262
H 2.7060 0.8140 -0.8635

No. 2
17
Properties=species:S:1:pos:R:3 method="wB97M-V/def2-TZVPD" lumo_energy_ev=0.34 mol_weight_g_mol=237.04 smiles=CC(C)(I)c1ncn[nH]1 homo_lumo_gap_ev=9.99 total_charge=0
C -2.2717 1.0381 -1.2861
C -0.5417 -0.0465 -0.6822
C 1.5105 0.6450 0.6401
C 0.1223 -1.1653 1.7166
C 0.7497 -0.5956 0.4824
N -1.6993 0.3938 -0.1999
N -1.4436 1.1119 -2.3339
N -0.3965 0.3334 -1.9194
I 1.7343 -2.1547 -0.6509
H -3.3211 1.3926 -1.3884
H 1.6123 1.2836 -0.2280
H 1.0160 1.1111 1.4774
H 2.5174 0.5287 1.0309
H 0.0235 -2.1800 1.3807
H -0.7982 -0.6865 1.8341
H 0.7473 -1.0881 2.6337
H 0.4389 0.0785 -2.5070